Run a
The following is a DFT calculation (wB97M-V/def2-TZVPD) of an isolated molecule of C21H24FN3O5S2.

Results
structure (SMILES)	O=C(c1ccc(S(=O)(=O)N2CCCC2)cc1)N1CCN(S(=O)(=O)c2cccc(F)c2)CC1
Kohn-Sham gap	9.60	eV
E_HOMO	-9.18	eV

Last column: Mulliken charge in e.
CARTESIAN COORDINATES (ANGSTROEM)
O  -0.849  -2.877  1.724  -0.66
C  -0.729  -2.395  0.615  0.13
N  -1.597  -2.699  -0.392  0.09
C  -1.678  -2.025  -1.669  -0.74
H  -1.503  -2.749  -2.475  0.43
H  -0.922  -1.243  -1.714  0.51
C  -3.081  -1.393  -1.819  -0.97
N  -3.651  -1.116  -0.520  0.09
S  -2.922  0.189  0.262  1.76
O  -2.789  -0.090  1.658  -0.72
O  -1.773  0.629  -0.477  -0.67
C  -4.223  1.406  0.046  -0.13
C  -5.379  1.268  0.790  -0.57
C  -6.390  2.192  0.591  0.14
C  -6.265  3.228  -0.320  -0.51
C  -5.094  3.344  -1.050  -0.67
C  -4.068  2.428  -0.869  -0.37
H  -3.141  2.499  -1.415  0.52
H  -4.981  4.149  -1.758  0.40
H  -7.076  3.928  -0.443  0.45
F  -7.527  2.079  1.298  -0.31
H  -5.476  0.474  1.510  0.50
C  -3.894  -2.311  0.267  -0.82
H  -3.839  -2.011  1.314  0.49
C  -2.824  -3.379  -0.032  -0.99
H  -3.123  -4.020  -0.866  0.36
H  -2.632  -3.988  0.851  0.44
H  -4.898  -2.686  0.046  0.45
H  -3.012  -0.451  -2.360  0.36
H  -3.767  -2.059  -2.349  0.40
C  0.409  -1.488  0.277  0.50
C  1.328  -1.794  -0.723  -0.25
C  2.386  -0.937  -0.967  -0.53
C  2.505  0.220  -0.221  0.05
C  1.608  0.528  0.782  -0.66
C  0.560  -0.337  1.043  -0.69
H  -0.158  -0.126  1.819  0.57
H  1.737  1.444  1.335  0.54
S  3.903  1.285  -0.547  1.41
O  3.702  2.545  0.117  -0.70
O  4.171  1.300  -1.957  -0.78
N  5.111  0.373  0.190  0.06
C  6.434  0.472  -0.407  -0.72
H  6.332  0.831  -1.429  0.37
H  6.886  -0.526  -0.415  0.35
C  7.205  1.412  0.516  -0.57
H  8.283  1.319  0.410  0.38
H  6.908  2.442  0.317  0.27
C  6.699  0.972  1.890  -0.60
H  7.250  0.092  2.224  0.30
H  6.793  1.751  2.643  0.31
C  5.229  0.606  1.626  -0.68
H  4.562  1.427  1.898  0.41
H  4.923  -0.293  2.166  0.28
H  3.115  -1.136  -1.736  0.48
H  1.219  -2.703  -1.296  0.51

***

Run b
The following is a DFT calculation (wB97M-V/def2-TZVPD) of an isolated molecule of C21H24FN3O5S2.

Results
structure (SMILES)	O=C(c1ccc(S(=O)(=O)N2CCCC2)cc1)N1CCN(S(=O)(=O)c2cccc(F)c2)CC1
Kohn-Sham gap	9.77	eV
E_HOMO	-9.51	eV

Last column: Mulliken charge in e.
CARTESIAN COORDINATES (ANGSTROEM)
O  -1.342  -0.642  1.675  -0.64
C  -1.066  0.389  1.090  0.15
N  -1.907  1.446  1.030  0.29
C  -1.753  2.564  0.133  -0.61
H  -0.730  2.611  -0.241  0.32
H  -1.965  3.484  0.687  0.36
C  -2.739  2.417  -1.039  -0.76
N  -3.994  1.854  -0.589  0.11
S  -4.619  0.526  -1.372  1.19
O  -5.993  0.443  -0.983  -0.74
O  -4.272  0.672  -2.752  -0.70
C  -3.778  -0.930  -0.735  -0.01
C  -2.660  -1.391  -1.398  -0.42
C  -2.022  -2.510  -0.889  0.71
C  -2.477  -3.161  0.243  -0.60
C  -3.614  -2.688  0.875  -0.58
C  -4.271  -1.571  0.385  -0.61
H  -5.172  -1.198  0.845  0.57
H  -3.985  -3.191  1.755  0.42
H  -1.943  -4.021  0.614  0.46
F  -0.923  -2.974  -1.517  -0.41
H  -2.326  -0.904  -2.301  0.59
C  -4.288  2.008  0.810  -0.89
H  -4.382  3.077  1.027  0.36
C  -3.198  1.375  1.694  -0.63
H  -3.397  0.319  1.893  0.44
H  -3.142  1.903  2.653  0.37
H  -5.255  1.538  0.980  0.40
H  -2.922  3.398  -1.496  0.30
H  -2.342  1.757  -1.811  0.41
C  0.287  0.599  0.473  -0.06
C  0.630  0.018  -0.742  0.04
C  1.915  0.159  -1.239  -0.93
C  2.852  0.866  -0.512  0.20
C  2.523  1.457  0.694  -0.82
C  1.238  1.323  1.188  -0.13
H  0.967  1.774  2.132  0.56
H  3.274  2.027  1.218  0.52
S  4.535  1.018  -1.136  1.29
O  5.117  2.179  -0.531  -0.72
O  4.484  0.921  -2.563  -0.72
N  5.398  -0.296  -0.589  0.00
C  4.983  -1.592  -1.080  -0.79
H  5.881  -2.197  -1.235  0.37
H  4.481  -1.462  -2.036  0.37
C  4.097  -2.205  0.021  -0.25
H  3.041  -2.090  -0.221  0.00
H  4.303  -3.267  0.135  0.41
C  4.452  -1.415  1.294  -0.38
H  3.578  -0.888  1.676  0.08
H  4.826  -2.064  2.084  0.41
C  5.537  -0.418  0.845  -0.78
H  6.535  -0.812  1.056  0.38
H  5.449  0.569  1.293  0.38
H  2.197  -0.262  -2.191  0.49
H  -0.103  -0.542  -1.298  0.23

***

Quick look at relative energies in hartree: run a 0.0090; run b 0.0000.